Record 1
# C4H7N

C4H7N in the gas phase at a distorted geometry (ωB97M-V with the def2-TZVPD basis set, the Open Molecules 2025 dataset).

```
12
Properties=species:S:1:pos:R:3:forces:R:3:lowdin_charge:R:1
C -0.282 1.398 2.222 -0.030 1.024 4.941 -0.019
C -0.289 0.311 1.678 0.670 -1.627 -3.799 -0.104
C -0.092 -0.853 0.448 0.409 4.265 3.044 -0.152
C 0.587 -0.282 -0.797 -4.401 -3.327 -1.472 -0.334
N -0.468 0.242 -1.744 0.960 2.600 -2.420 -0.120
H -0.271 1.955 3.347 -0.074 -1.427 -4.163 0.105
H -1.064 -1.202 0.325 -1.397 -1.058 -0.496 0.062
H 0.589 -1.496 0.917 0.588 -1.480 0.638 0.066
H 1.277 0.365 -0.416 1.901 2.242 -0.017 0.070
H 1.002 -1.158 -1.288 0.867 0.021 0.128 0.093
H 0.100 1.252 -2.215 -2.922 -4.487 0.914 0.165
H -1.088 -0.531 -2.477 3.429 3.253 2.704 0.168
```
Forces are in eV/Å.

The calculation puts the energy above the lowest of the compared OMol25 structures with the same formula, charge and spin at 5.622 eV. The spin multiplicity is 1. The SMILES is C#CCCN. As for the total charge: 0. As for the HOMO energy: -9.01 eV. Its HOMO-LUMO gap is 0.3614 hartree.



Record 2
# C5H11NS

2 unconnected molecules or ions with the total composition C5H11NS at a distorted geometry (ωB97M-V with the def2-TZVPD basis set, the Open Molecules 2025 dataset).

```
18
Properties=species:S:1:pos:R:3:forces:R:3:lowdin_charge:R:1
C 0.834 -2.077 0.282 0.215 -1.594 -0.077 -0.241
C 1.271 0.908 1.170 -1.231 2.654 3.464 -0.166
C 0.189 1.499 -1.024 3.471 0.383 1.065 -0.094
C -2.252 -0.637 -0.454 3.667 0.039 -1.672 -0.360
C 0.178 0.634 0.201 0.748 -3.107 -0.638 -0.695
N 1.102 -1.124 -0.443 0.722 2.849 -0.479 0.003
S -1.221 -0.089 0.950 -0.390 1.040 -0.007 0.856
H 1.492 -2.988 0.339 -0.654 0.662 -0.251 0.080
H -0.112 -2.083 0.810 -0.344 -0.221 0.992 -0.005
H 1.525 2.063 1.249 -0.794 -2.198 0.030 0.119
H 2.149 0.466 0.854 1.888 -0.985 -0.866 0.029
H 1.071 0.479 2.254 0.237 0.947 -2.158 0.112
H 0.250 0.975 -1.932 0.656 -1.176 -1.056 0.058
H 1.105 2.230 -0.947 -1.784 -1.381 -0.311 0.125
H -0.654 2.041 -1.185 -2.682 1.993 0.236 0.032
H -2.786 -1.422 0.051 -1.234 0.122 -0.502 0.012
H -1.497 -1.162 -1.248 -1.810 1.187 1.869 0.095
H -2.644 0.288 -0.927 -0.681 -1.214 0.363 0.038
```
Forces are in eV/Å.

The calculation puts the energy above the lowest of the compared OMol25 structures with the same formula, charge and spin at 3.576 eV. The spin multiplicity is 1. As for the total charge: 0. As for the HOMO energy (spin up / spin down): -7.82 / -7.82 eV. Its HOMO-LUMO gap (spin up / spin down) is 0.3141 / 0.3140 hartree.



Record 3
# C24H50Cl2P2PtSi2

A molecular structure, C24H50Cl2P2PtSi2 at a distorted geometry (ωB97M-V with the def2-TZVPD basis set, the Open Molecules 2025 dataset).

```
81
Properties=species:S:1:pos:R:3:forces:R:3:lowdin_charge:R:1
Pt 0.092 0.106 -0.027 -0.406 -0.607 -0.306 0.555
C 1.631 1.620 -1.434 0.147 0.190 0.054 -0.227
C 2.118 0.302 -1.518 0.255 0.028 -0.208 -0.348
C 1.082 -0.462 -2.157 -0.582 0.171 -0.195 -0.184
Si 3.798 -0.168 -0.858 0.361 -0.026 0.119 0.516
C -0.010 0.401 -2.424 0.320 -0.548 0.034 -0.183
C 0.327 1.718 -1.956 0.031 0.203 -0.255 -0.348
Si -0.621 3.324 -1.933 -0.127 0.359 -0.009 0.516
H 2.152 2.428 -0.951 0.059 0.093 0.050 0.084
H 1.140 -1.501 -2.437 -0.040 -0.083 -0.019 0.101
H -0.915 0.122 -2.938 -0.065 -0.058 -0.026 0.101
Cl -1.502 -1.688 0.687 0.002 -0.018 -0.054 -0.052
C 0.590 4.740 -1.716 -0.070 -0.157 -0.039 -0.169
C -1.578 3.583 -3.530 0.088 -0.068 0.123 -0.164
C 4.833 1.387 -0.679 -0.119 -0.114 -0.049 -0.168
C 4.685 -1.362 -2.007 -0.116 0.097 0.075 -0.163
H -0.884 3.698 -4.362 0.081 0.012 -0.051 0.034
H -2.183 4.488 -3.480 -0.029 0.078 0.049 0.035
H -2.243 2.758 -3.776 -0.060 -0.086 -0.006 0.018
H 1.127 4.661 -0.772 0.034 -0.045 0.100 0.032
H 0.066 5.696 -1.714 -0.081 0.046 -0.007 0.035
H 1.325 4.768 -2.520 0.050 -0.016 -0.082 0.037
H 4.879 -0.882 -2.966 0.008 0.065 -0.066 0.034
H 4.121 -2.270 -2.206 -0.068 -0.084 -0.011 0.018
H 5.647 -1.660 -1.589 0.066 0.006 0.069 0.035
H 4.958 1.900 -1.632 -0.001 0.024 -0.097 0.037
H 5.826 1.146 -0.300 0.060 -0.065 0.028 0.035
H 4.377 2.084 0.022 -0.075 0.043 0.073 0.032
C -1.759 3.296 -0.419 0.083 -0.373 -0.082 -0.401
C 3.548 -0.901 0.870 -0.340 -0.041 -0.183 -0.401
P -2.261 1.575 -0.049 -0.041 -0.187 0.190 0.952
H -2.593 3.992 -0.496 -0.103 0.009 -0.040 0.042
H -1.143 3.608 0.425 0.135 0.015 0.121 0.036
P 1.919 -1.731 0.965 -0.217 -0.052 0.142 0.952
H 3.482 -0.051 1.551 -0.050 0.159 0.075 0.036
H 4.380 -1.522 1.198 0.037 -0.105 -0.008 0.042
C 1.729 -2.373 2.719 -0.054 0.110 -0.387 -0.526
C 2.163 -3.266 -0.082 -0.120 0.420 0.127 -0.547
C -3.445 1.171 -1.442 0.373 0.029 0.241 -0.548
C -3.334 1.632 1.491 0.223 -0.109 -0.320 -0.525
C -2.551 1.198 2.722 0.042 -0.047 0.125 -0.153
H -4.107 0.885 1.298 -0.046 -0.082 -0.063 0.100
C -3.998 2.981 1.728 -0.035 0.098 -0.013 -0.121
H -3.259 3.742 1.973 0.094 0.064 0.026 0.077
H -4.680 2.908 2.576 -0.020 -0.032 0.051 0.082
H -4.570 3.334 0.875 -0.058 0.038 -0.106 0.054
H -2.160 0.192 2.610 0.084 -0.120 -0.071 0.012
H -3.202 1.213 3.597 -0.080 0.029 0.038 0.079
H -1.712 1.861 2.915 0.090 0.086 -0.002 0.040
H -2.814 1.287 -2.324 0.097 0.021 -0.128 0.060
C -4.627 2.116 -1.587 -0.062 0.087 0.014 -0.110
C -3.904 -0.278 -1.399 -0.052 -0.113 -0.030 -0.140
H -4.330 3.162 -1.626 0.035 0.116 0.005 0.062
H -5.336 1.993 -0.771 -0.048 -0.027 0.097 0.075
H -5.163 1.896 -2.512 -0.014 -0.043 -0.058 0.083
H -3.070 -0.970 -1.398 0.114 -0.078 0.042 0.014
H -4.534 -0.491 -2.264 -0.052 0.024 -0.066 0.080
H -4.495 -0.487 -0.508 -0.040 -0.007 0.098 0.071
H 2.398 -2.845 -1.060 0.044 0.071 -0.143 0.060
C 0.878 -4.065 -0.229 -0.083 -0.076 -0.033 -0.139
C 3.321 -4.159 0.333 0.085 -0.026 0.035 -0.110
H 4.257 -3.615 0.440 0.100 0.061 0.025 0.062
H 3.479 -4.931 -0.422 -0.022 -0.037 -0.056 0.083
H 3.111 -4.668 1.271 -0.039 -0.035 0.107 0.074
H 0.066 -3.462 -0.620 -0.110 0.094 -0.012 0.013
H 0.544 -4.473 0.724 -0.024 -0.017 0.100 0.071
H 1.043 -4.907 -0.903 0.049 -0.061 -0.043 0.080
C 0.817 -1.469 3.536 -0.092 0.059 0.094 -0.153
C 3.050 -2.594 3.440 0.102 -0.005 0.023 -0.121
H 1.228 -3.335 2.591 -0.049 -0.082 -0.062 0.099
H 3.555 -1.648 3.627 0.036 0.107 0.013 0.077
H 3.736 -3.237 2.897 0.078 -0.069 -0.077 0.054
H 2.863 -3.056 4.410 -0.040 -0.016 0.046 0.082
H 1.226 -0.465 3.623 0.063 0.104 -0.006 0.039
H 0.700 -1.875 4.542 0.032 -0.059 0.066 0.079
H -0.168 -1.388 3.088 -0.103 0.032 -0.115 0.012
C -3.778 -4.319 1.361 -2.310 -2.784 0.357 0.017
H -3.982 -4.858 0.411 0.757 0.958 0.034 -0.014
H -3.425 -5.102 2.066 0.665 0.990 -0.220 -0.015
H -4.778 -4.019 1.742 0.875 0.821 -0.169 -0.015
Cl 0.847 1.582 1.668 0.286 0.640 0.906 -0.061
```
Forces are in eV/Å.

The spin multiplicity is 5. As for the total charge: 0. As for the HOMO energy (spin up / spin down): -6.85 / -8.08 eV. Its HOMO-LUMO gap (spin up / spin down) is 0.2701 / 0.2574 hartree.



no.,E_tot (eV)
1,-5745.795
2,-17684.887
3,-88323.936